No. 1
C41H34Cl2EuF3N6O4S2Sb as an isolated structure in a non-equilibrium geometry, computed with wB97M-V/def2-TZVPD.

```
94
Properties=species:S:1:pos:R:3:mulliken_charge:R:1
Eu 1.683 -0.601 0.551 0.94
Sb -1.306 0.681 -0.393 1.27
Cl 4.870 -0.735 0.695 -0.06
Cl 3.221 -2.370 2.636 -0.08
S 2.598 -1.247 -2.758 1.01
S 0.751 0.673 3.281 1.80
F -6.183 -2.580 -2.528 -0.35
F -3.967 4.362 3.816 -0.35
F -1.025 4.782 -5.088 -0.35
O 2.521 0.094 -2.173 -0.41
O -0.338 1.527 3.733 -0.69
O 0.368 -0.663 2.709 -0.75
O 3.779 -1.544 -3.525 -0.77
N 1.659 -4.034 -2.439 -0.52
N -2.243 -3.036 -6.031 -0.44
N 0.803 -3.348 -0.348 -0.10
N 1.762 1.383 2.334 -0.40
N 2.357 -2.096 -1.416 -0.30
N 1.861 2.097 0.194 0.27
C -1.238 1.990 -2.072 0.57
C -0.067 3.023 -3.922 -0.90
C -2.768 -1.741 -1.529 -0.15
C -3.535 2.162 3.033 -0.63
C -5.128 -1.923 -2.048 0.10
C 1.401 -0.987 5.414 -0.57
C 0.156 -2.603 -5.794 -0.97
C -0.020 -5.366 -1.407 -0.49
C 0.057 -4.431 -0.358 -0.32
C 3.227 -0.479 6.920 1.04
C -1.156 -2.499 -5.338 0.58
C -3.421 3.552 2.894 0.25
C 2.708 0.989 5.092 -0.26
C -3.843 -2.478 -2.026 -0.59
C -0.131 2.086 -2.898 -0.15
C 1.007 3.715 1.744 -0.43
C 4.868 -1.975 1.977 -0.43
C -2.188 3.295 0.929 -0.66
C 1.451 2.408 1.415 0.18
C -4.244 0.014 -0.969 -0.19
C -2.977 1.373 2.045 -0.36
C 2.175 -1.301 6.510 -0.63
C -2.675 4.141 1.893 -0.57
C 3.490 0.715 6.230 -0.97
C 1.747 0.141 4.639 0.04
C 2.110 3.070 -0.687 -0.53
C 1.637 -3.235 -1.374 0.39
C 1.952 4.408 -0.416 -1.01
C -2.974 -0.483 -1.019 0.07
C -5.348 -0.661 -1.466 -0.72
C 1.120 -1.531 -3.854 -0.78
C 4.071 -0.959 8.058 -1.56
C 1.261 -2.161 -5.074 -0.26
C 0.806 -5.063 -2.472 -0.31
C -2.316 1.907 0.995 0.39
C -1.279 -1.819 -4.136 -0.48
C -1.155 3.811 -4.152 0.13
C -2.301 3.733 -3.352 -0.77
C -2.385 2.730 -2.372 -0.42
C -0.188 -1.351 -3.429 1.32
C 1.312 4.730 0.824 -0.58
H 2.266 -2.330 -5.441 0.51
H -1.697 3.723 0.076 0.36
H 0.582 3.852 2.734 0.51
H 0.844 3.059 -4.506 0.52
H -3.066 0.286 2.173 0.38
H 4.671 -1.794 7.705 0.30
H 0.359 -3.129 -6.712 0.28
H -2.073 -3.440 -6.904 0.17
H 0.808 -5.701 -3.324 0.44
H -0.359 -0.941 -2.457 -0.82
H 4.361 1.350 6.517 0.31
H -3.261 2.598 -1.721 0.33
H -6.367 -0.276 -1.385 0.47
H 5.444 -1.620 2.805 0.37
H -2.604 5.220 1.835 0.49
H 0.573 -1.637 5.082 0.35
H -3.170 -2.810 -5.709 0.19
H -0.739 -6.197 -1.390 0.40
H 1.097 5.723 1.132 0.48
H -3.985 1.714 3.933 0.39
H -3.092 4.452 -3.564 0.46
H -1.700 -2.194 -1.549 0.17
H -0.633 -4.573 0.486 0.38
H 0.751 1.452 -2.759 0.41
H 3.431 -1.406 8.833 0.34
H -4.455 0.987 -0.481 0.13
H 5.337 -2.869 1.607 0.39
H 2.976 1.862 4.491 0.37
H 2.177 5.200 -1.129 0.41
H 2.516 2.708 -1.610 0.64
H -3.700 -3.484 -2.285 0.64
H -2.239 -1.627 -3.691 0.37
H 4.678 -0.240 8.500 0.44
H 1.877 -2.206 7.006 0.37
```

2S+1 = 8
LUMO energy (spin up / spin down) = 0.3 / 0.3 eV
total charge = 0
HOMO energy (spin up / spin down) = -7.212 / -8.268 eV
ΔE to the lowest compared entry with this formula, charge and spin = 0.0 kcal per mole

=====

No. 2
C41H34Co2N2O5P as an isolated structure in a non-equilibrium geometry, computed with wB97M-V/def2-TZVPD.

```
85
Properties=species:S:1:pos:R:3:mulliken_charge:R:1
Co 1.708 1.007 -0.002 -0.13
Co -0.150 -0.553 -0.090 0.56
P -1.900 0.264 0.759 2.05
O 0.224 -2.611 1.916 -0.58
O 3.667 3.050 0.702 -0.50
O 2.302 -0.241 2.589 -0.49
O 0.187 2.970 1.429 -0.50
O -1.304 -1.739 -2.464 -0.58
N 5.221 -2.709 -6.809 0.12
N 3.595 -0.719 -3.489 0.56
C -3.367 -0.814 0.444 0.11
C -2.415 1.980 -1.339 -0.35
C -2.937 2.929 0.832 -0.55
C 2.156 0.225 -1.569 -1.63
C -1.315 0.558 4.813 -0.67
C -3.340 -2.105 0.989 -0.45
C -2.802 3.175 -1.951 -0.80
C 2.957 2.224 0.315 0.08
C 6.253 -3.070 -8.958 -0.55
C 4.016 -0.035 -4.597 -0.29
C 5.211 -4.158 -6.999 -0.67
C -2.180 0.510 2.553 -0.01
C 4.556 -0.672 -5.698 -0.81
C -5.495 -1.309 -0.604 -0.67
C 4.426 -0.544 -1.234 0.53
C -3.297 4.132 0.217 -0.64
C -4.470 -0.401 -0.313 -0.03
C 3.649 -2.094 -3.533 0.24
C 0.696 2.140 0.796 0.66
C 6.695 -0.507 -0.455 -0.78
C -4.366 -3.008 0.697 -0.68
C -3.473 0.728 3.051 -0.30
C 1.996 -0.016 1.489 0.19
C 3.428 0.033 -2.254 0.31
C 0.132 -1.755 1.135 0.23
C 4.190 -2.775 -4.604 -1.19
C -2.601 0.777 5.309 -0.56
C -5.438 -2.613 -0.111 -0.50
C 4.653 -2.079 -5.743 1.23
C -0.849 -1.297 -1.490 -0.21
C -3.685 0.865 4.426 -0.75
C 5.706 -4.423 -8.439 -0.57
C 0.850 0.526 -1.492 -0.20
C 5.031 -1.871 0.674 -0.88
C 6.338 -1.399 0.560 -0.47
C 5.767 -2.006 -7.950 -0.78
C 4.066 -1.480 -0.271 0.15
C -3.229 4.256 -1.175 -0.62
C 5.725 -0.058 -1.356 -0.67
C -1.095 0.443 3.437 -0.10
C -2.478 1.857 0.060 -0.24
H 3.793 1.061 -2.443 0.39
H 3.322 -2.641 -2.650 0.39
H 4.867 -4.759 -9.069 0.27
H 5.930 0.687 -2.134 0.33
H 7.722 -0.157 -0.572 0.36
H -0.083 0.296 3.049 0.11
H 7.353 -3.104 -8.993 0.27
H -6.228 -3.326 -0.353 0.34
H 6.472 -5.213 -8.466 0.30
H 4.742 -2.575 1.456 0.44
H 7.095 -1.792 1.234 0.38
H 4.205 -4.579 -6.864 0.35
H -6.334 -0.982 -1.219 0.39
H 0.225 1.097 -2.168 0.66
H -3.623 4.969 0.835 0.38
H 5.900 -2.857 -9.979 0.29
H -2.065 1.139 -1.947 0.47
H -0.466 0.472 5.493 0.43
H -2.513 -2.408 1.638 0.30
H -3.014 2.840 1.914 0.40
H 4.966 -0.075 -6.505 0.37
H 6.604 -1.351 -7.684 0.33
H 4.343 -3.850 -4.532 0.35
H -3.505 5.197 -1.653 0.33
H -2.765 0.881 6.383 0.35
H -4.534 0.621 -0.683 0.28
H 3.974 1.052 -4.524 0.39
H -4.318 0.795 2.361 0.47
H -2.761 3.248 -3.039 0.40
H 5.014 -1.377 -8.440 0.38
H -4.694 1.039 4.799 0.38
H 5.875 -4.672 -6.286 0.31
H -4.318 -4.020 1.100 0.39
H 3.031 -1.865 -0.263 0.40
```

LUMO energy = 1.7 eV
total charge = -1
HOMO energy = -1.325 eV

=====

No. 3
C41H34F13N5O5STeV as an isolated structure in a non-equilibrium geometry, computed with wB97M-V/def2-TZVPD.

```
101
Properties=species:S:1:pos:R:3:mulliken_charge:R:1
Te 1.784 -0.067 -0.846 1.11
V -1.651 -0.184 1.531 1.28
S -1.040 -2.370 4.023 1.08
F -3.629 -1.860 4.915 -0.27
F -2.567 5.460 -1.402 -0.35
F -5.463 5.036 2.124 -0.32
F -0.404 6.422 -0.084 -0.32
F -3.626 2.862 5.858 -0.30
F -2.924 0.822 4.366 -0.32
F -4.676 3.045 0.556 -0.40
F -4.477 -1.169 3.079 -0.17
F -4.929 5.001 4.798 -0.31
F 1.339 4.688 1.074 -0.32
F -3.032 2.904 -1.583 -0.44
F -4.014 -3.250 3.299 -0.32
F 0.954 2.093 0.896 -0.31
O -2.399 -1.821 3.103 -0.49
O -0.310 -3.022 2.882 -0.44
O -0.561 1.778 3.288 -0.78
O -0.364 -1.220 4.499 -0.52
O -1.565 -3.355 4.887 -0.66
N 0.104 -1.295 1.191 1.21
N -0.958 0.932 2.590 0.88
N -1.246 0.943 -0.282 1.35
N -3.416 0.733 1.552 1.70
N -2.702 -1.504 0.036 0.56
C 1.186 2.481 -3.049 -1.18
C 2.526 -3.494 2.739 -0.06
C 0.615 -2.034 1.996 -0.43
C 0.252 4.233 0.464 0.29
C -1.722 4.621 -0.816 0.43
C -3.530 1.833 3.751 -0.64
C -3.897 2.896 4.556 0.09
C -4.840 3.993 2.670 0.35
C 2.173 -3.054 -0.897 -0.38
C 2.072 -4.373 -1.308 -0.77
C -4.447 2.932 1.877 -0.07
C 5.650 2.644 -5.233 -1.58
C 1.999 -2.235 2.462 -0.14
C 1.626 -2.021 -1.657 0.11
C 4.266 0.230 -2.633 0.51
C 0.464 -1.241 -3.788 -0.81
C 4.713 1.963 -4.275 0.70
C -0.624 5.120 -0.135 0.64
C 4.076 -1.220 3.116 -0.83
C 4.783 -0.971 -1.888 -1.24
C -2.078 -1.122 -1.242 -0.63
C 2.966 0.730 -2.442 -0.21
C -1.944 3.261 -0.897 0.35
C -1.986 0.373 -1.394 -1.22
C 2.551 1.855 -3.171 1.43
C 3.429 2.444 -4.076 -0.97
C -3.790 1.794 2.370 0.03
C 0.014 2.877 0.399 -0.70
C 2.771 -1.095 2.667 -0.08
C 5.109 0.849 -3.549 -0.94
C -2.556 -2.964 0.167 -1.00
C -4.565 3.983 4.023 0.56
C -4.414 0.291 0.578 -1.31
C 0.993 -2.306 -2.870 0.77
C 4.610 -2.477 3.360 -0.52
C -3.585 -2.007 3.600 0.45
C -4.139 -1.141 0.118 -1.47
C -1.105 2.317 -0.263 -0.41
C 3.835 -3.614 3.173 -0.79
C 0.898 -3.642 -3.265 -0.77
C 1.420 -4.668 -2.496 -0.91
H -4.587 -1.836 0.825 0.50
H 2.328 -0.122 2.503 0.55
H -3.112 -3.477 -0.626 0.36
H 5.857 3.667 -4.913 0.33
H 2.690 -2.822 0.024 0.67
H -1.081 -1.565 -1.255 -0.58
H 4.672 -0.333 3.284 0.45
H 1.265 3.565 -2.945 0.61
H -2.923 -3.304 1.129 0.25
H 0.400 -3.874 -4.201 0.44
H -4.618 -1.313 -0.855 0.35
H 3.096 3.315 -4.633 0.46
H 6.600 2.115 -5.301 0.36
H 5.220 2.699 -6.235 0.34
H 4.178 -1.856 -2.090 0.09
H -1.501 -3.222 0.088 0.13
H 5.809 -1.190 -2.185 0.42
H 0.168 -0.350 -3.237 -0.56
H -1.515 0.623 -2.349 0.66
H 4.769 -0.813 -0.808 0.22
H 1.235 -0.929 -4.498 0.38
H 4.249 -4.593 3.376 0.45
H -0.391 -1.606 -4.358 0.49
H 1.910 -4.374 2.603 0.54
H 6.108 0.451 -3.693 0.28
H -2.654 -1.536 -2.082 0.62
H 0.589 2.282 -3.944 0.39
H 0.641 2.102 -2.190 -0.79
H -5.415 0.330 1.022 0.80
H -2.990 0.787 -1.445 0.12
H 1.323 -5.694 -2.828 0.39
H 5.629 -2.571 3.713 0.42
H 2.506 -5.161 -0.706 0.49
H -4.458 0.963 -0.283 0.55
```

2S+1 = 2
LUMO energy (spin up / spin down) = 0.2 / -2.7 eV
total charge = 0
HOMO energy (spin up / spin down) = -7.939 / -7.735 eV
ΔE to the lowest compared entry with this formula, charge and spin = 0.0 kcal per mole

=====

No. 4
C41H34InN3O7S2Sb2 as an isolated structure, computed with wB97M-V/def2-TZVPD.

```
90
Properties=species:S:1:pos:R:3:mulliken_charge:R:1
Sb -0.501 2.206 -0.211 0.88
Sb 0.166 -0.926 1.991 0.49
In 0.815 -0.344 -0.812 1.68
S -2.416 -1.108 -1.550 1.89
S -1.111 -0.938 -4.809 -0.02
O 6.916 -0.784 -1.487 -0.57
O 5.372 1.729 -1.224 -0.65
O 2.494 0.935 -0.852 -0.86
O 5.069 -3.006 -0.807 -0.65
O -3.193 -0.098 -2.210 -0.75
O 2.313 -1.823 -0.693 -0.93
O -2.358 -1.108 -0.105 -0.65
N 0.866 -0.358 -3.290 -0.26
N -0.856 -1.042 -2.005 -0.18
N -4.011 -6.439 -3.508 -0.51
C 5.750 -0.691 -1.238 0.42
C -1.383 2.647 -3.091 -0.57
C 4.106 1.117 4.095 -0.65
C 3.459 -1.213 -0.879 0.43
C -3.696 -2.789 -3.268 -0.35
C 0.037 -2.734 3.093 0.55
C -2.985 -2.672 -2.080 -0.77
C -3.161 4.060 -3.879 -0.56
C 4.781 -1.844 -0.957 0.09
C -0.215 -3.942 2.448 -0.32
C 1.713 0.856 4.038 -0.30
C 0.338 5.160 -0.008 -0.60
C -2.657 3.967 -1.527 -0.42
C -3.416 4.471 -2.576 -0.67
C 2.849 1.434 4.594 -0.64
C 4.232 0.213 3.047 -0.63
C -2.025 2.033 1.293 -1.04
C -0.366 -0.791 -3.261 0.50
C 1.940 6.068 1.545 -0.57
C -2.144 3.151 -4.137 -0.57
C 0.539 3.893 0.532 0.63
C -1.422 0.145 2.956 -1.30
C -1.636 3.053 -1.783 0.41
C 3.099 -0.366 2.491 -0.95
C 0.229 -2.707 4.470 -0.33
C -4.035 -4.041 -3.743 -0.90
C 1.465 3.712 1.560 -0.22
C -2.940 -5.058 -1.846 -0.74
C 3.550 0.170 -0.959 0.92
C 1.831 -0.045 2.981 0.82
C 1.285 -0.135 -4.584 -0.98
C -3.655 -5.192 -3.046 1.14
C 2.157 4.801 2.070 -0.79
C 0.151 -3.884 5.201 -0.71
C -0.109 -5.088 4.558 -0.46
C -1.520 1.651 2.689 -0.36
C 4.937 0.606 -1.154 0.03
C -0.289 -5.119 3.182 -0.67
C 0.363 -0.389 -5.537 -0.28
C -2.602 -3.811 -1.371 -0.65
C 1.037 6.246 0.505 -0.63
H 4.989 1.575 4.522 0.42
H -0.564 2.138 2.896 -0.05
H -4.206 5.183 -2.374 0.41
H -0.479 -6.059 2.679 0.41
H 0.453 -0.289 -6.606 0.44
H -4.298 -6.526 -4.466 0.21
H -3.759 4.448 -4.694 0.39
H -2.054 -3.701 -0.444 0.51
H 1.679 2.720 1.948 0.42
H -4.602 -4.136 -4.662 0.30
H 2.881 4.654 2.862 0.47
H 2.752 2.134 5.415 0.44
H -1.944 2.830 -5.152 0.42
H 0.455 -1.773 4.975 0.28
H -2.654 -5.945 -1.293 0.31
H 3.207 -1.070 1.673 0.60
H -2.218 2.067 3.421 0.53
H -0.588 1.940 -3.301 0.26
H -2.335 -0.365 2.643 0.70
H -1.281 -0.048 4.020 0.71
H -0.163 -6.006 5.131 0.38
H -2.509 3.008 1.319 0.53
H -0.356 5.306 -0.826 0.37
H 0.305 -3.863 6.273 0.40
H 0.883 7.231 0.081 0.40
H -2.863 4.295 -0.516 0.36
H 2.291 0.218 -4.758 0.45
H -2.740 1.303 0.906 0.50
H 5.211 -0.037 2.656 0.47
H -3.537 -7.237 -3.127 0.21
H 2.488 6.916 1.935 0.37
H 0.739 1.114 4.438 0.23
H -0.338 -3.971 1.373 0.33
H -4.000 -1.895 -3.800 0.59
```

LUMO energy = 0.1 eV
total charge = 0
HOMO energy = -7.520 eV

=====

No. 5
C41H35BBrClN2O6Ti as an isolated structure, computed with wB97M-V/def2-TZVPD.

```
88
Properties=species:S:1:pos:R:3:mulliken_charge:R:1
Br -1.380 -0.902 -3.529 -0.23
Ti 0.463 0.600 0.406 0.77
Cl -1.312 8.889 0.847 -0.33
O 2.650 -0.305 2.925 -0.49
O 3.724 0.208 0.977 0.54
O -1.060 2.134 0.318 -0.72
O 1.035 2.527 0.815 -0.88
O 1.239 -0.871 -0.968 -0.81
O 0.997 1.160 -1.736 -0.86
N -2.132 -0.366 -0.930 -0.31
N -0.554 -0.070 2.253 1.42
C 5.341 -0.259 -3.858 0.84
C 3.988 -0.426 3.107 0.80
C -2.383 -0.013 -2.169 -0.09
C 0.161 -3.671 2.100 -0.84
C 4.438 -1.313 -3.843 -1.03
C -0.152 3.024 0.574 0.92
C 4.682 -0.796 4.238 -0.96
C 1.635 0.085 -1.711 1.23
C 6.730 -0.533 2.961 -0.54
C 5.014 0.897 -3.168 -1.17
C 6.076 -0.844 4.146 -0.46
C -3.318 0.929 -2.550 -0.55
C 6.654 -0.385 -4.586 -1.48
C 0.012 -4.079 3.423 -0.68
C -0.421 -1.367 2.668 0.44
C -0.968 7.168 0.760 0.36
C -1.473 3.019 4.080 -0.38
C 3.238 -1.237 -3.146 1.33
C 2.919 -0.049 -2.473 0.73
C -0.416 4.412 0.623 0.21
C 3.532 2.319 -1.749 -1.58
C -0.737 2.095 3.356 -0.80
C -3.230 1.420 4.355 -0.80
C -4.501 1.877 0.928 -1.27
C -0.571 -1.802 4.004 -0.44
C -1.251 0.825 3.071 -0.16
C -1.722 4.925 0.345 -0.36
C -2.725 2.693 4.587 -0.59
C 0.328 6.701 1.037 -0.77
C 3.810 1.033 -2.480 0.52
C -4.040 1.542 -1.536 -0.50
C -0.359 -3.123 4.361 -0.76
C 2.315 -2.428 -3.156 -1.33
C 4.643 -0.113 1.918 0.08
C 6.017 -0.160 1.819 -1.26
C -1.989 6.270 0.413 -0.71
C -2.858 0.216 0.025 0.01
C 0.599 5.358 0.968 -0.49
C -3.826 1.182 -0.217 0.61
C -2.509 0.503 3.607 -0.14
C -0.059 -2.359 1.726 -0.12
B 2.421 0.095 1.579 0.52
H -3.460 1.181 -3.591 0.41
H -0.472 -3.405 5.403 0.34
H -2.983 6.644 0.198 0.36
H 4.158 -1.040 5.153 0.48
H 0.443 -4.388 1.337 0.41
H -2.611 -0.085 1.035 0.58
H 0.180 -5.109 3.713 0.35
H 2.068 -2.739 -2.144 0.17
H 6.657 -1.131 5.015 0.36
H 2.779 -3.256 -3.694 0.37
H 5.714 1.726 -3.157 0.21
H 3.199 2.138 -0.727 0.13
H 7.309 -1.108 -4.093 0.29
H -3.786 2.548 1.412 0.06
H -0.828 -1.081 4.770 0.38
H 0.037 -2.086 0.681 0.19
H 1.368 -2.187 -3.644 0.11
H 0.238 2.355 2.962 0.06
H -3.301 3.420 5.148 0.36
H 4.434 2.932 -1.724 0.34
H 1.108 7.405 1.303 0.38
H -5.360 2.459 0.589 0.43
H 2.730 2.880 -2.229 0.30
H 4.679 -2.230 -4.374 0.31
H -2.504 4.229 0.068 0.30
H -4.207 1.146 4.741 0.34
H 7.811 -0.580 2.923 0.37
H -4.833 1.168 1.687 0.35
H 6.506 -0.727 -5.613 0.35
H -2.918 -0.484 3.420 0.44
H 7.177 0.571 -4.620 0.35
H -1.063 4.009 4.240 0.40
H 6.512 0.084 0.887 0.51
H -4.765 2.311 -1.778 0.37
H 1.595 4.989 1.180 0.37
```

2S+1 = 3
LUMO energy (spin up / spin down) = 4.0 / 4.0 eV
total charge = -2
HOMO energy (spin up / spin down) = 0.683 / -1.839 eV
ΔE to the lowest compared entry with this formula, charge and spin = 63.9 kcal per mole